C40H120N17O11P5 | wB97M-V/def2-TZVPD

```
193
Properties=species:S:1:pos:R:3:forces:R:3
P 3.351 3.202 4.093 -0.274 0.789 -1.223
P -5.971 1.579 1.252 -0.792 0.067 0.221
P -3.441 -4.079 3.054 -1.372 0.802 -0.096
P 6.302 -2.470 -2.251 4.093 -0.972 -0.536
P -0.654 2.082 -4.122 1.255 1.434 0.953
O -2.461 1.911 2.815 1.031 0.674 0.751
O -1.916 -2.353 -3.468 -0.666 0.487 -0.752
O 4.884 -2.312 -2.265 -3.750 0.818 0.850
O -0.508 1.831 -2.649 -0.142 -0.313 -0.927
O 3.653 2.388 5.263 0.333 -1.054 0.869
O -4.225 -4.981 3.946 1.244 0.494 0.076
O -4.817 1.247 2.103 0.338 -0.113 0.291
O -1.218 4.588 1.612 0.301 -1.332 -0.620
O -0.193 -4.854 -2.459 -1.489 -0.420 -1.604
O 1.549 -0.511 1.232 -0.328 -0.059 -0.529
O 2.410 -3.095 1.457 -1.210 -0.140 -0.264
N 1.762 3.363 3.631 -0.104 -0.184 0.116
N -5.586 2.656 0.070 0.595 0.046 0.039
N -1.851 -3.819 3.372 1.382 -0.234 0.870
N -3.732 -4.652 1.501 0.669 0.210 -0.721
N -3.913 -2.454 3.013 0.346 -1.346 -1.338
N 4.099 2.635 2.708 0.799 -1.662 -0.462
N 3.768 4.758 4.394 0.120 2.255 -0.659
N 6.867 -2.225 -3.818 -0.898 1.287 1.267
N -2.142 1.768 -4.695 0.357 -0.694 -1.688
N 7.151 -1.438 -1.223 0.627 0.324 -0.170
N 6.840 -4.010 -1.815 -0.239 -1.165 -0.221
N -7.191 2.174 2.220 0.223 -0.474 -2.279
N 0.841 -4.964 -0.490 -0.213 0.049 -0.227
N -0.216 3.679 -4.389 -0.755 -0.219 0.066
N -6.654 0.312 0.453 0.745 1.005 -0.126
N 0.057 0.310 -0.272 0.269 -0.508 0.293
N 0.279 1.270 -5.220 0.619 -1.637 0.146
C 7.604 -3.117 -4.665 0.138 0.189 0.406
C -6.922 2.477 3.571 0.280 0.827 1.466
C 6.446 -0.323 -0.619 -0.099 0.592 0.066
C -3.535 -1.614 4.107 0.763 -0.553 1.433
C -2.382 1.281 -6.050 -0.059 -0.475 -0.625
C -6.175 2.565 -1.224 -0.752 1.462 -1.236
C -5.211 -2.141 2.489 -0.588 -0.252 -0.915
C 1.563 1.787 -5.693 0.154 0.473 2.693
C 1.278 -0.056 0.106 0.948 0.285 0.002
C 2.364 0.145 -0.952 -0.013 0.762 0.351
C -8.352 2.771 1.573 -0.823 1.548 0.886
C -1.131 -4.643 4.375 1.189 1.528 -0.396
C 1.194 2.117 3.146 -1.039 -1.629 -0.321
C -1.107 0.143 0.546 0.533 -0.521 1.427
C -2.100 -1.789 -2.181 1.610 0.972 -1.018
C -4.515 3.638 0.334 -0.577 -1.037 0.536
C 8.540 -1.051 -1.583 -0.332 0.511 0.391
C -7.940 -0.214 0.828 -1.033 -0.666 0.150
C 3.525 5.955 3.501 -1.449 -1.980 -0.936
C -3.286 2.014 -3.923 -0.622 1.849 1.071
C -0.548 4.276 -5.683 0.838 1.141 -0.095
C 0.468 4.477 -3.351 0.999 -0.886 -1.099
C 4.671 5.052 5.518 -0.434 0.468 -0.673
C 0.245 -0.196 -4.968 0.647 -0.207 0.475
C -5.855 -0.317 -0.598 -0.443 -0.122 -1.174
C 7.454 -4.340 -0.484 -1.510 0.585 -0.814
C -3.749 -6.092 1.308 0.074 -0.492 0.741
C 1.203 -2.965 -1.819 -0.203 -0.827 0.439
C 6.357 -0.983 -4.477 1.052 -0.551 -1.036
C -2.671 2.185 4.211 -0.568 -0.135 -0.982
C 3.813 3.200 1.390 0.137 0.216 0.357
C 4.644 1.232 2.718 0.264 0.403 -0.413
C 5.860 -5.060 -2.266 0.621 1.278 -1.140
C 0.534 -4.356 -1.646 1.733 1.752 0.302
C -3.176 -4.017 0.323 -1.244 1.106 -1.362
C -0.960 -2.788 2.764 0.466 -0.403 0.309
C 0.860 4.062 4.596 -0.168 -1.437 -1.611
C 3.778 -2.927 1.506 1.714 0.410 0.094
C -0.452 4.497 0.394 0.937 1.625 1.629
C 0.139 -6.174 -0.163 0.158 -2.221 1.540
H 0.705 -0.787 -5.749 0.994 0.372 -0.280
H 2.577 5.829 2.830 1.393 0.084 1.595
H -0.623 -3.941 5.111 -0.442 -0.761 -0.838
H -5.658 -1.365 -0.350 -0.259 0.024 -0.237
H 4.228 -3.917 1.492 0.137 -0.138 -0.126
H -1.735 2.518 4.667 -0.280 0.184 -0.120
H 1.400 -4.423 0.170 -0.163 -0.483 0.241
H -3.142 -1.584 -1.975 -0.360 0.063 -0.059
H -1.470 1.383 -6.639 -0.275 0.310 -0.046
H -0.126 5.537 0.268 -0.055 -0.174 -0.510
H -1.496 -3.214 -3.495 0.183 -0.382 0.719
H -8.393 3.915 1.706 0.320 -1.485 -0.374
H -6.415 -0.183 -1.551 0.206 -0.768 0.377
H -7.002 1.877 -1.200 -0.547 0.074 0.084
H -3.873 -6.603 2.240 -0.034 -0.051 0.815
H 7.012 -3.159 -5.568 0.339 -0.384 -0.740
H -6.010 -2.436 3.172 -0.237 0.464 0.293
H 8.360 -3.774 -0.390 0.247 0.341 0.465
H -3.863 2.868 -4.370 0.242 -0.515 0.649
H 0.481 3.926 0.480 -0.258 -0.282 0.256
H 1.197 5.062 4.697 0.315 0.800 0.543
H 5.668 5.326 5.157 -0.050 0.369 -0.052
H 2.781 -0.822 -1.221 0.151 0.028 -0.139
H 4.020 0.518 2.132 0.133 0.539 0.300
H 9.157 -0.691 -0.696 -0.928 -0.759 -0.935
H 4.197 5.918 6.061 0.773 -1.030 0.045
H -0.115 5.276 -2.952 -0.850 0.400 0.387
H -4.865 0.116 -0.873 -0.665 0.224 1.073
H 5.552 -4.954 -3.325 0.157 0.567 0.524
H 0.813 3.479 5.505 -0.038 0.217 0.583
H 1.324 4.977 -3.847 -0.027 -0.380 0.465
H -0.138 -3.271 2.186 -0.411 0.134 0.511
H 4.641 2.963 0.672 -0.626 0.292 0.645
H 8.492 -0.225 -2.298 0.042 0.302 0.072
H -7.861 -1.322 0.900 -0.193 0.671 0.495
H -0.845 -6.040 0.343 0.843 0.287 0.062
H 2.294 -3.010 -1.919 -0.188 -0.264 -0.281
H 1.797 1.534 -6.679 -0.087 -0.478 -1.725
H 1.721 1.551 2.348 0.167 1.104 0.216
H -5.555 2.154 -2.013 0.735 0.056 -0.125
H 3.720 4.286 1.545 0.137 -0.334 -0.561
H 5.737 -0.316 -3.877 0.243 -0.419 0.467
H 5.735 -1.236 -5.365 0.330 -0.042 0.442
H -3.235 1.774 -6.586 0.658 -0.163 0.750
H -0.778 0.194 1.615 -0.630 0.634 -0.835
H 7.239 -0.400 -4.862 -0.730 -0.357 0.324
H -1.530 -0.861 0.493 -0.114 -0.095 -0.518
H -2.968 1.242 4.675 -0.113 0.148 0.396
H 1.506 2.863 -5.556 0.374 0.008 -0.302
H -3.224 -2.911 0.335 0.122 -0.469 0.524
H -1.775 -5.271 4.957 -0.531 -0.415 -0.079
H 6.213 -6.061 -2.255 1.011 -0.791 0.525
H -5.416 -2.736 1.595 0.203 -0.083 -0.060
H -4.117 -0.722 4.000 -0.311 0.604 0.365
H -4.574 -6.464 0.731 -0.522 0.296 -0.768
H 2.424 1.441 -5.077 -0.519 0.039 -0.123
H -0.338 5.372 -5.632 -0.146 -0.759 0.009
H 4.308 6.095 2.768 0.634 -0.035 -0.052
H 0.749 -2.399 -2.635 0.061 -0.172 0.153
H -2.184 -4.311 0.007 0.674 -0.228 0.433
H -0.135 -6.869 -0.974 0.541 1.001 -0.420
H -3.521 3.250 0.108 0.039 -0.093 0.212
H 0.813 -6.838 0.460 -0.842 0.943 -0.216
H 9.037 -1.830 -2.142 0.217 -0.483 0.295
H 4.115 -2.463 2.464 -0.212 -0.013 -0.615
H -5.242 -1.090 2.170 -0.180 -0.262 0.474
H -0.139 4.088 4.133 0.287 0.042 0.144
H -1.398 3.665 1.878 -0.307 0.374 0.169
H -0.341 -5.215 3.843 -0.366 0.077 0.537
H -2.829 -6.493 0.888 0.247 0.211 -0.293
H -3.935 1.182 -3.826 -0.683 -1.109 -0.231
H 5.396 -0.540 -0.488 -0.244 -0.171 -0.030
H -1.602 4.189 -5.938 -0.118 -0.221 0.042
H 2.017 -2.207 1.387 -0.102 0.151 0.131
H -4.611 3.912 1.391 0.497 0.115 -0.234
H -6.183 1.772 4.015 -0.717 0.461 -0.360
H -6.549 3.570 -1.605 0.376 -1.032 0.557
H -4.672 4.499 -0.269 -0.269 0.833 -0.481
H 4.646 0.925 3.762 0.086 -0.177 -0.100
H -8.423 2.523 0.514 0.341 0.124 0.042
H 0.794 3.785 -2.546 -0.131 0.637 -0.529
H -0.071 0.688 -1.185 -0.041 0.439 -0.784
H -1.459 -2.126 2.060 -0.405 -0.223 0.262
H -0.996 4.170 -0.453 -0.794 -0.437 -0.844
H 3.175 0.819 -0.614 -0.329 -0.580 0.375
H 0.693 -0.474 -3.963 -0.517 0.295 -1.149
H -1.491 -0.831 -2.191 -0.904 -0.822 0.342
H 6.531 0.615 -1.196 -0.050 -0.281 -0.258
H 8.616 -2.715 -4.836 -0.176 -0.291 -0.344
H -2.474 -1.318 4.106 -0.314 -0.141 -0.179
H -8.818 -0.032 0.156 0.953 0.100 -0.323
H -9.322 2.426 2.003 0.681 -0.063 0.049
H -0.479 -2.139 3.555 -0.511 -0.767 -0.667
H -1.701 -2.430 -1.426 0.232 -0.419 0.690
H 0.065 3.896 -6.544 -0.488 0.094 0.720
H 5.710 1.136 2.313 -1.299 0.578 0.455
H -3.719 -2.135 5.087 -0.076 0.723 -0.546
H 6.725 -4.196 0.334 0.432 0.467 -0.120
H 1.048 -2.486 -0.859 -0.166 0.526 0.057
H 6.852 -0.056 0.353 0.193 -0.318 0.264
H -6.507 3.520 3.699 -0.467 -0.790 0.055
H 4.995 -5.001 -1.667 -1.275 -0.012 0.701
H -2.552 0.193 -6.044 -0.391 0.239 0.102
H -8.261 0.322 1.750 0.433 -1.179 -0.362
H -3.789 -4.264 -0.581 0.132 -0.075 0.691
H 1.102 1.258 3.882 -0.138 1.213 -0.045
H 7.677 -4.116 -4.220 0.022 0.329 -0.094
H 2.851 2.848 0.973 0.332 -0.032 0.041
H 0.187 2.352 2.754 0.314 -0.349 0.198
H -1.844 0.868 0.224 -0.193 0.200 0.445
H 4.191 -2.351 0.632 -0.347 -0.376 0.708
H -3.506 2.928 4.277 0.788 -0.367 0.475
H 3.465 6.865 4.074 -0.238 0.180 0.440
H 7.684 -5.388 -0.416 0.270 -0.537 -0.522
H -2.952 2.225 -2.896 -0.321 0.356 -0.239
H -7.900 2.401 4.061 0.383 0.133 0.582
H -3.352 1.708 2.490 -0.192 -0.237 -0.420
H 4.829 4.124 6.063 -0.435 0.345 0.509
H -0.730 -0.628 -5.079 -0.983 0.271 0.746
H 1.969 0.679 -1.814 -0.225 -0.338 -0.304
```
Positions in Å, forces in eV/Å.

Output
Total charge = 0
DFT total energy = -5061.513072 hartree
Molar mass = 1170.38 g mol⁻¹
Lowest unoccupied orbital energy = 0.013 hartree
Highest occupied orbital energy = -8.2 eV
Gap between HOMO and LUMO = 8.6 eV